i.
{
  "formula": "F10N5Na2O20S10",
  "method": "wB97M-V/def2-TZVPD",
  "species": ["Na", "Na", "N", "S", "O", "O", "F", "S", "O", "O", "F", "N", "S", "O", "O", "F", "S", "O", "O", "F", "N", "S", "O", "O", "F", "S", "O", "O", "F", "N", "S", "O", "O", "F", "S", "O", "O", "F", "N", "S", "O", "O", "F", "S", "O", "O", "F"],
  "coordinates": [[0.013, -0.601, -0.961], [0.065, -3.274, -1.874], [3.240, -0.847, 2.630], [3.210, -1.079, 1.021], [4.428, -1.267, 0.309], [2.127, -0.457, 0.325], [2.706, -2.597, 1.207], [4.298, 0.341, 2.707], [3.927, 1.609, 2.165], [5.671, -0.059, 2.767], [4.057, 0.654, 4.286], [-1.292, -2.415, -0.223], [-2.881, -2.678, -0.789], [-3.799, -1.685, -0.399], [-3.299, -4.030, -0.864], [-2.576, -2.281, -2.309], [-1.547, -2.998, 1.245], [-1.620, -4.428, 1.341], [-2.419, -2.298, 2.117], [-0.082, -2.711, 1.769], [1.212, -1.404, -2.794], [0.813, -0.396, -4.060], [0.400, -0.972, -5.301], [1.350, 0.906, -4.017], [-0.668, -0.080, -3.513], [2.599, -1.860, -3.440], [3.615, -0.904, -3.660], [2.485, -2.961, -4.342], [3.152, -2.566, -2.115], [-3.387, 3.257, -1.339], [-1.917, 2.642, -1.347], [-1.104, 2.905, -2.486], [-1.786, 1.383, -0.676], [-1.373, 3.725, -0.329], [-4.228, 2.298, -2.238], [-5.252, 1.670, -1.471], [-3.602, 1.573, -3.301], [-4.996, 3.410, -3.141], [-0.064, 1.327, 3.780], [-0.486, 2.153, 2.490], [0.297, 3.234, 1.995], [-1.906, 2.272, 2.433], [-0.131, 1.008, 1.383], [0.107, 2.515, 4.866], [-1.070, 3.242, 5.221], [1.354, 3.211, 4.831], [0.358, 1.512, 6.099]],
  "mulliken_charge": [1.41, 1.06, -0.25, 0.98, -0.58, -0.42, -0.37, 1.12, -0.55, -0.66, -0.33, -0.32, 1.03, -0.50, -0.63, -0.26, 0.85, -0.66, -0.55, -0.18, -0.26, 0.94, -0.60, -0.51, -0.24, 0.89, -0.54, -0.64, -0.28, -0.42, 1.06, -0.62, -0.30, -0.29, 1.07, -0.63, -0.56, -0.35, -0.16, 0.99, -0.57, -0.61, -0.07, 1.04, -0.63, -0.59, -0.31],
  "homo_energy_ha": -0.079,
  "charge": -3,
  "orbital_gap_ha": 0.228,
  "multiplicity": 1
}


ii.
{
  "formula": "F10N5Na2O20S10",
  "method": "wB97M-V/def2-TZVPD",
  "species": ["Na", "Na", "N", "S", "O", "O", "F", "S", "O", "O", "F", "N", "S", "O", "O", "F", "S", "O", "O", "F", "N", "S", "O", "O", "F", "S", "O", "O", "F", "N", "S", "O", "O", "F", "S", "O", "O", "F", "N", "S", "O", "O", "F", "S", "O", "O", "F"],
  "coordinates": [[3.226, 0.316, -1.251], [0.522, -0.329, -0.340], [-3.061, 3.155, 0.805], [-3.480, 3.790, -0.637], [-4.778, 4.387, -0.648], [-2.996, 3.129, -1.802], [-2.513, 5.064, -0.558], [-3.157, 1.597, 0.513], [-1.933, 0.965, 0.132], [-4.362, 1.134, -0.109], [-3.342, 1.087, 2.013], [2.425, -1.693, -0.380], [2.736, -3.020, -1.421], [1.576, -3.684, -1.872], [4.002, -3.662, -1.366], [3.073, -1.961, -2.599], [3.028, -2.336, 0.919], [4.375, -2.073, 1.302], [2.459, -3.616, 1.187], [2.202, -1.399, 1.898], [1.255, 2.624, 2.656], [2.504, 1.743, 2.225], [2.423, 1.194, 0.896], [3.142, 0.964, 3.229], [3.534, 2.951, 2.031], [0.392, 1.611, 3.539], [0.805, 1.307, 4.867], [-0.148, 0.586, 2.697], [-0.873, 2.556, 3.743], [1.221, 1.152, -2.144], [1.154, 2.818, -1.874], [0.106, 3.187, -1.008], [1.480, 3.698, -2.928], [2.491, 2.868, -1.003], [0.610, 1.184, -3.630], [1.574, 1.439, -4.659], [-0.715, 1.639, -3.755], [0.487, -0.414, -3.782], [-2.517, -4.112, -0.496], [-2.131, -4.926, 0.827], [-3.093, -4.913, 1.877], [-0.748, -4.858, 1.143], [-2.215, -6.412, 0.204], [-2.610, -2.563, -0.021], [-1.347, -1.904, 0.032], [-3.582, -2.235, 0.939], [-3.195, -2.034, -1.387]],
  "mulliken_charge": [1.09, 1.17, -0.34, 1.02, -0.66, -0.46, -0.30, 0.93, -0.12, -0.61, -0.32, -0.08, 0.86, -0.50, -0.57, -0.34, 0.87, -0.65, -0.58, -0.17, -0.37, 0.91, -0.35, -0.58, -0.35, 1.05, -0.63, -0.40, -0.28, -0.04, 0.87, -0.38, -0.61, -0.31, 0.69, -0.64, -0.45, -0.29, -0.43, 1.06, -0.61, -0.52, -0.32, 0.84, -0.27, -0.52, -0.30],
  "homo_energy_ha": -0.084,
  "charge": -3,
  "orbital_gap_ha": 0.240,
  "multiplicity": 1
}


ii wins, 40.1 kcal/mol ahead of the next structure.


i.
{
  "formula": "C5H11O",
  "method": "wB97M-V/def2-TZVPD",
  "species": ["C", "C", "C", "C", "C", "O", "H", "H", "H", "H", "H", "H", "H", "H", "H", "H", "H"],
  "coordinates": [[-1.488, 0.713, -1.076], [-0.170, 0.494, -0.331], [-0.213, 1.060, 1.082], [0.211, -0.962, -0.311], [1.613, -1.235, 0.381], [2.469, -0.214, 0.367], [-1.712, 1.739, -1.350], [-2.380, 0.398, -0.498], [-1.519, 0.083, -1.978], [0.552, 1.089, -0.887], [-0.689, 0.378, 1.785], [0.831, 1.145, 1.407], [-0.645, 2.052, 1.193], [0.288, -1.388, -1.310], [-0.550, -1.521, 0.264], [1.402, -1.657, 1.393], [1.998, -2.174, -0.130]],
  "mulliken_charge": [-1.61, 1.03, -1.48, -0.90, -0.54, -0.86, 0.39, 0.32, 0.38, 0.17, 0.30, 0.37, 0.41, 0.37, 0.26, 0.12, 0.27],
  "homo_energy_ha": -0.078,
  "charge": -1,
  "orbital_gap_ha": 0.229,
  "smiles": "CC(C)CC[O-]",
  "multiplicity": 1
}


ii.
{
  "formula": "C5H11O",
  "method": "wB97M-V/def2-TZVPD",
  "species": ["C", "O", "C", "C", "H", "H", "H", "H", "H", "H", "H", "C", "C", "H", "H", "H", "H"],
  "coordinates": [[-0.458, -1.440, 0.789], [-0.824, -0.863, -0.366], [-0.733, -0.563, 2.041], [-0.249, 0.873, 1.875], [0.645, -1.687, 0.822], [-0.953, -2.420, 1.022], [-0.333, -1.042, 2.950], [-1.815, -0.577, 2.232], [-0.810, 1.545, 2.534], [-0.456, 1.162, 0.844], [0.818, 0.959, 2.095], [1.362, 0.626, -1.846], [0.866, 1.292, -2.879], [2.443, 0.507, -1.788], [0.725, -0.039, -1.241], [1.465, 1.704, -3.686], [-0.204, 1.436, -2.976]],
  "mulliken_charge": [-0.56, -0.87, -0.43, -0.94, 0.19, 0.28, 0.28, 0.29, 0.32, 0.22, 0.24, -0.44, -0.59, 0.23, 0.27, 0.24, 0.27],
  "homo_energy_ha": -0.093,
  "charge": -1,
  "orbital_gap_ha": 0.250,
  "multiplicity": 1
}


i wins, 18.8 kcal/mol ahead of the next structure.